{"formula": "C64H56N7O4P2Pt", "method": "ωB97M-V with the def2-TZVPD basis set", "orbital_gap_ev": 4.76, "lumo_ha": -0.3422, "total_charge": 3, "species": ["Pt", "O", "C", "C", "C", "C", "C", "C", "P", "C", "C", "C", "C", "C", "C", "C", "C", "C", "C", "C", "C", "C", "C", "C", "C", "C", "C", "P", "C", "C", "C", "C", "C", "C", "C", "C", "C", "C", "C", "C", "H", "H", "H", "H", "H", "H", "H", "H", "H", "H", "H", "H", "H", "H", "H", "H", "H", "H", "H", "H", "H", "H", "H", "H", "H", "H", "H", "H", "C", "O", "C", "C", "C", "C", "C", "C", "N", "C", "N", "C", "C", "C", "C", "C", "C", "O", "C", "N", "C", "C", "C", "C", "C", "C", "O", "C", "H", "H", "H", "H", "H", "H", "H", "H", "H", "H", "H", "H", "H", "H", "H", "H", "H", "H", "H", "H", "H", "H", "N", "C", "C", "N", "C", "C", "N", "C", "C", "N", "H", "H", "H", "H", "H", "H"], "xyz": [[0.010726, 0.179974, 0.024958], [1.085147, 2.028658, 3.073103], [2.217047, 1.467142, 3.617528], [2.897144, 1.927257, 4.736863], [4.044892, 1.272303, 5.148695], [4.534150, 0.184132, 4.444739], [3.873682, -0.247695, 3.311964], [2.688176, 0.370322, 2.895699], [2.052668, -0.219222, 1.279044], [3.524140, 0.301475, 0.357428], [4.597127, -0.566342, 0.189489], [5.792310, -0.090286, -0.330767], [5.912681, 1.242827, -0.690540], [4.841397, 2.113570, -0.511432], [3.653608, 1.647189, 0.021865], [2.017044, -2.034649, 1.365831], [2.129569, -2.716563, 2.575814], [2.034067, -4.100316, 2.607175], [1.796267, -4.811904, 1.441002], [1.639193, -4.132004, 0.239707], [1.746798, -2.752006, 0.200210], [-0.026062, 2.438258, 3.775910], [-0.044152, 3.059042, 5.016348], [-1.255628, 3.469781, 5.549552], [-2.438853, 3.296125, 4.849781], [-2.414015, 2.687108, 3.610664], [-1.209544, 2.213693, 3.079908], [-1.343440, 1.606898, 1.366094], [-2.918763, 0.723891, 1.234104], [-3.451998, 0.554510, -0.044300], [-4.613348, -0.177863, -0.227212], [-5.245084, -0.755027, 0.867315], [-4.711107, -0.598232, 2.139129], [-3.550240, 0.135963, 2.327384], [-1.544362, 3.253227, 0.651665], [-0.403330, 4.046022, 0.533102], [-0.522972, 5.379756, 0.189838], [-1.783507, 5.931883, -0.016007], [-2.919490, 5.152054, 0.135296], [-2.806917, 3.809616, 0.471269], [2.592871, 2.809479, 5.268277], [4.573887, 1.638698, 6.018123], [5.440043, -0.312975, 4.762285], [4.291883, -1.069783, 2.749310], [4.510726, -1.611796, 0.462642], [6.629792, -0.764518, -0.451641], [6.845983, 1.612184, -1.094282], [4.945876, 3.159849, -0.767297], [2.827747, 2.334191, 0.182288], [2.279692, -2.181058, 3.501830], [2.140706, -4.618882, 3.550680], [1.723030, -5.891068, 1.468970], [1.417650, -4.678773, -0.667716], [1.556846, -2.252359, -0.740602], [0.853319, 3.270477, 5.565223], [-1.263286, 3.959617, 6.513864], [-3.376794, 3.642083, 5.260953], [-3.338301, 2.583994, 3.059946], [-2.957406, 0.983703, -0.906408], [-5.028173, -0.294811, -1.219975], [-6.155881, -1.322429, 0.729020], [-5.200999, -1.046230, 2.993465], [-3.135089, 0.228736, 3.321974], [0.579204, 3.621265, 0.713767], [0.360613, 5.997113, 0.097512], [-1.878339, 6.977793, -0.275829], [-3.900251, 5.587635, -0.001914], [-3.701818, 3.212040, 0.593122], [-4.213994, -4.008875, -5.462972], [-3.469027, -3.688817, -4.287076], [-3.138946, -4.705676, -3.449711], [-3.358076, -6.049554, -3.697679], [-2.941274, -6.997626, -2.770366], [-2.292356, -6.607042, -1.614645], [-2.061609, -5.258855, -1.358919], [-2.494599, -4.303330, -2.264450], [-2.309553, -2.897824, -2.167141], [-1.700749, -2.186708, -1.197092], [-1.909608, -2.633890, 0.043870], [-1.421866, -2.199229, 1.271476], [-0.669667, -1.065571, 1.528973], [-0.373817, -0.770094, 2.864355], [-0.804631, -1.568539, 3.902106], [-1.541949, -2.717098, 3.653793], [-1.845340, -3.028719, 2.346302], [-2.564253, -4.096406, 1.947890], [-3.157618, -4.961349, 2.925093], [-0.978765, -1.102853, -1.467475], [-0.824204, -0.909880, -2.890939], [-1.655039, -0.041108, -3.576837], [-1.537575, 0.139877, -4.948988], [-0.590514, -0.589277, -5.644844], [0.198608, -1.528093, -4.988788], [0.062415, -1.719643, -3.619088], [0.709234, -2.684798, -2.918158], [1.427757, -3.666694, -3.665636], [-4.468912, -3.059834, -5.923579], [-5.127375, -4.545852, -5.205764], [-3.612489, -4.603318, -6.151904], [-3.847360, -6.367741, -4.606508], [-3.121950, -8.045193, -2.967209], [-1.958553, -7.346341, -0.899762], [-1.520953, -4.990231, -0.462479], [-2.425770, -2.442058, -3.062431], [-2.587482, -3.380333, 0.129508], [0.211323, 0.090507, 3.116273], [-0.549145, -1.301503, 4.919494], [-1.853066, -3.353018, 4.468939], [-3.938414, -5.505822, 2.404140], [-3.602910, -4.394111, 3.740764], [-2.407781, -5.653038, 3.308084], [-2.414642, 0.495640, -3.025546], [-2.195638, 0.825430, -5.465805], [-0.483927, -0.465858, -6.714636], [0.892400, -2.127321, -5.559083], [1.757353, -4.413963, -2.949924], [2.298103, -3.226449, -4.156711], [0.781413, -4.138485, -4.406850], [2.650979, 1.022116, -3.618071], [3.363429, -0.126877, -3.379712], [2.788619, -0.694534, -2.290888], [1.743824, 0.086742, -1.842551], [1.688062, 1.100609, -2.681189], [0.594817, 2.031767, -2.654956], [-0.389585, 1.902490, -1.787471], [-1.368098, 2.769648, -2.230130], [-0.945852, 3.432472, -3.334647], [0.314057, 2.958208, -3.591658], [2.820526, 1.664153, -4.374067], [4.198601, -0.425598, -3.988348], [3.067353, -1.618758, -1.823426], [-2.323825, 2.863158, -1.756661], [-1.418683, 4.180831, -3.945837], [0.889713, 3.233494, -4.369853]], "forces_ev_per_angstrom": [[-0.159, -0.381, 0.294], [0.138, 0.468, -0.040], [-0.128, -0.407, -0.100], [0.033, 0.024, -0.139], [0.044, 0.032, 0.047], [0.025, -0.022, 0.001], [-0.055, 0.018, 0.005], [-0.124, 0.047, 0.219], [0.260, 0.301, 0.035], [-0.056, 0.052, -0.066], [-0.034, -0.084, -0.012], [0.023, 0.000, -0.022], [-0.003, 0.015, 0.016], [0.037, 0.004, -0.008], [-0.077, 0.015, -0.032], [0.046, 0.076, -0.026], [0.045, -0.013, 0.027], [-0.014, 0.035, 0.015], [-0.004, 0.013, -0.040], [-0.013, -0.033, 0.013], [-0.031, -0.031, -0.104], [-0.065, -0.208, -0.135], [-0.020, 0.023, -0.132], [-0.031, 0.025, 0.037], [-0.001, 0.028, 0.037], [0.032, -0.068, 0.032], [-0.090, -0.248, 0.216], [-0.240, 0.097, -0.062], [0.025, 0.163, -0.124], [-0.046, 0.037, -0.028], [-0.013, -0.028, 0.012], [0.003, 0.013, -0.056], [0.034, 0.015, 0.033], [0.002, -0.114, 0.054], [0.242, -0.021, -0.128], [0.069, -0.030, -0.062], [-0.017, 0.015, 0.011], [0.022, 0.026, 0.003], [-0.030, -0.014, -0.010], [-0.053, -0.068, -0.002], [-0.040, 0.059, -0.032], [0.001, -0.008, 0.001], [-0.002, -0.002, -0.001], [-0.015, -0.012, 0.005], [-0.019, 0.007, -0.021], [-0.003, 0.000, -0.006], [-0.001, -0.003, 0.001], [-0.003, -0.002, -0.003], [-0.014, -0.012, -0.006], [0.017, 0.014, 0.004], [-0.002, -0.001, -0.002], [0.001, -0.002, 0.000], [0.003, 0.010, -0.003], [-0.012, -0.008, 0.034], [0.042, -0.039, 0.013], [-0.005, -0.011, 0.005], [0.004, 0.015, -0.007], [0.013, 0.013, 0.008], [0.014, 0.030, 0.027], [-0.001, -0.001, 0.000], [-0.002, 0.002, -0.001], [-0.009, 0.003, 0.000], [0.005, -0.006, -0.015], [-0.016, -0.014, -0.010], [0.001, -0.003, -0.003], [0.000, -0.003, -0.003], [0.002, -0.004, -0.002], [0.011, -0.008, -0.010], [0.014, -0.007, -0.027], [-0.088, 0.046, 0.000], [0.069, -0.064, 0.111], [-0.007, 0.049, -0.001], [0.019, -0.023, 0.032], [-0.020, -0.019, -0.008], [0.055, -0.027, -0.054], [-0.200, -0.054, -0.052], [0.183, 0.019, -0.067], [0.076, 0.082, 0.005], [0.058, 0.066, 0.082], [-0.063, 0.068, 0.011], [0.117, -0.207, 0.119], [-0.083, -0.017, -0.033], [-0.017, -0.038, 0.025], [0.078, 0.043, 0.056], [0.086, 0.069, -0.127], [-0.157, 0.000, -0.006], [0.037, -0.024, 0.016], [-0.275, 0.039, -0.139], [-0.078, 0.054, 0.104], [0.017, 0.065, 0.008], [-0.024, 0.025, -0.003], [0.029, -0.025, -0.028], [-0.001, 0.000, 0.028], [0.083, -0.003, 0.042], [-0.013, 0.012, 0.054], [0.001, 0.039, -0.004], [0.018, -0.003, -0.011], [0.000, 0.006, 0.002], [-0.009, -0.009, 0.003], [-0.005, 0.008, 0.003], [0.000, -0.001, 0.006], [0.006, -0.008, -0.010], [-0.001, 0.029, -0.005], [0.070, 0.056, -0.003], [0.006, -0.021, 0.005], [0.038, 0.059, -0.014], [0.010, 0.008, 0.000], [-0.019, -0.016, -0.012], [0.053, -0.053, -0.019], [-0.016, 0.047, -0.020], [-0.013, 0.014, 0.057], [0.016, 0.006, 0.004], [-0.001, 0.000, 0.006], [0.000, 0.000, 0.003], [0.012, -0.026, -0.006], [0.009, 0.011, 0.006], [-0.002, -0.006, -0.014], [0.003, 0.000, -0.004], [-0.013, -0.015, 0.049], [0.003, 0.012, -0.031], [-0.001, -0.075, 0.079], [0.018, -0.188, -0.179], [0.065, -0.002, 0.019], [-0.082, 0.033, 0.028], [0.229, 0.107, -0.084], [-0.049, 0.002, 0.126], [-0.001, 0.020, -0.021], [-0.016, -0.049, 0.021], [0.010, 0.005, -0.014], [-0.003, -0.004, 0.003], [0.054, 0.026, 0.044], [-0.028, 0.071, 0.089], [-0.005, -0.002, 0.009], [0.004, 0.007, -0.015]], "mulliken_charge": [2.147, -0.175, -0.558, -0.952, -1.010, -1.296, -0.081, 1.114, 1.216, 2.129, -0.198, -0.988, -0.883, -0.611, -1.063, 0.885, -1.100, -1.103, -0.962, -0.903, 0.927, 0.899, -1.091, -1.017, -1.364, -0.361, 0.874, 2.159, 0.372, -0.010, -0.721, -0.998, -0.996, -0.865, 1.599, -0.479, -0.810, -0.910, -0.744, -0.360, 0.735, 0.463, 0.537, 0.580, 0.537, 0.517, 0.462, 0.530, 0.302, 0.482, 0.501, 0.487, 0.256, -0.634, 0.280, 0.476, 0.521, 0.510, -0.146, 0.591, 0.474, 0.540, 0.550, 0.468, 0.523, 0.483, 0.524, 0.354, -1.071, -0.340, 0.655, -0.439, -0.922, -1.395, -0.112, -0.011, 0.031, -0.539, 0.869, 0.447, -1.317, 1.593, -1.988, -0.614, 0.766, -0.269, -1.074, 0.646, -0.958, 0.119, -1.343, -1.304, -0.694, 0.283, 0.617, -1.335, 0.252, 0.401, 0.406, 0.501, 0.433, 0.468, 0.432, 0.643, 0.703, -0.379, 0.602, 0.665, 0.289, 0.415, 0.333, 0.603, 0.585, 0.520, 0.580, 0.224, 0.401, 0.391, 0.144, -1.791, -0.176, 1.518, -1.021, -0.711, 1.396, -0.249, -1.779, 0.102, 0.210, 0.536, 0.282, 0.455, 0.501, 0.200]}


{"formula": "C27H23ClN4O3S", "method": "ωB97M-V with the def2-TZVPD basis set", "orbital_gap_ev": 8.06, "lumo_ha": -0.0212, "total_charge": 0, "smiles": "CCCOc1ccc(C(=O)NNC(=S)NC(=O)c2cc(-c3ccc(Cl)cc3)nc3ccccc23)cc1", "species": ["C", "C", "C", "O", "C", "C", "C", "C", "C", "O", "N", "N", "C", "S", "N", "C", "O", "C", "C", "C", "C", "C", "C", "C", "Cl", "C", "C", "N", "C", "C", "C", "C", "C", "C", "C", "C", "H", "H", "H", "H", "H", "H", "H", "H", "H", "H", "H", "H", "H", "H", "H", "H", "H", "H", "H", "H", "H", "H", "H"], "xyz": [[5.527112, 2.659216, -1.896571], [6.823633, 2.282931, -1.188948], [7.218665, 0.811957, -1.356637], [6.416021, -0.053013, -0.573220], [5.295282, -0.633607, -1.054822], [4.833355, -0.578503, -2.369570], [3.658249, -1.211334, -2.724972], [2.916087, -1.918031, -1.783545], [1.622315, -2.566827, -2.076738], [1.118447, -3.423045, -1.381019], [1.003175, -2.118373, -3.232812], [-0.311360, -2.507099, -3.458772], [-1.291626, -2.434903, -2.531854], [-2.638397, -3.364961, -2.653032], [-1.203512, -1.526735, -1.489910], [-0.556004, -0.318011, -1.412390], [0.101088, 0.159685, -2.313706], [-0.782224, 0.359708, -0.103163], [-2.055174, 0.475402, 0.400060], [-2.265347, 1.135445, 1.634480], [-3.610991, 1.291192, 2.201348], [-4.757912, 1.298570, 1.409535], [-6.007462, 1.450087, 1.979656], [-6.119482, 1.594149, 3.353838], [-7.680825, 1.775416, 4.067871], [-4.989901, 1.600580, 4.159490], [-3.746366, 1.453425, 3.580737], [-1.267684, 1.612869, 2.341035], [-0.012672, 1.518887, 1.876728], [1.028953, 2.049291, 2.667888], [2.323594, 1.983838, 2.236975], [2.633035, 1.394841, 1.001115], [1.647874, 0.871232, 0.209352], [0.303935, 0.914473, 0.625131], [3.400680, -2.006356, -0.476340], [4.565220, -1.373799, -0.115958], [4.691066, 2.068802, -1.528811], [5.301612, 3.708645, -1.722679], [5.615044, 2.505432, -2.970074], [6.730207, 2.486792, -0.120443], [7.640409, 2.893678, -1.578117], [7.215105, 0.522871, -2.411458], [8.231455, 0.668533, -0.966427], [5.377527, -0.040695, -3.129101], [3.336677, -1.163777, -3.754341], [1.187217, -1.154791, -3.502220], [-0.433121, -3.260987, -4.128031], [-1.833611, -1.756596, -0.730058], [-2.899896, 0.073976, -0.139314], [-4.685717, 1.212763, 0.336079], [-6.892348, 1.459305, 1.362755], [-5.089909, 1.719978, 5.226852], [-2.854251, 1.459391, 4.186479], [0.763228, 2.499836, 3.611052], [3.120342, 2.387094, 2.844321], [3.662476, 1.350839, 0.679216], [1.892788, 0.429265, -0.743366], [2.832180, -2.570685, 0.246992], [4.940216, -1.428082, 0.893663]], "forces_ev_per_angstrom": [[0.162, 0.034, 0.171], [-0.146, -0.400, -0.130], [0.359, 0.545, -0.067], [-0.231, -0.126, 0.153], [-0.320, -0.290, 0.040], [0.383, 0.238, 0.009], [-0.227, -0.183, 0.233], [0.317, 0.094, 0.146], [-0.232, -0.355, -0.137], [0.122, 0.056, 0.045], [-0.094, 0.073, -0.279], [0.478, 0.082, -0.028], [-0.349, -0.067, -0.279], [-0.238, -0.254, 0.004], [0.127, -0.024, 0.231], [-0.048, -0.120, -0.304], [-0.068, 0.302, 0.153], [-0.300, 0.364, 0.380], [0.399, -0.014, -0.161], [0.550, 0.030, -0.021], [-0.481, 0.058, 0.220], [0.214, -0.014, 0.128], [-0.146, 0.009, 0.119], [0.250, -0.019, -0.161], [-0.188, 0.022, 0.088], [-0.136, 0.011, -0.026], [0.009, -0.048, -0.179], [-0.625, 0.073, 0.179], [0.463, -0.242, -0.570], [0.217, 0.000, -0.023], [-0.172, 0.094, 0.192], [-0.085, -0.129, -0.225], [0.305, 0.042, -0.042], [-0.250, 0.127, 0.312], [-0.060, -0.009, -0.200], [0.189, 0.107, -0.109], [-0.110, -0.007, -0.016], [-0.088, 0.085, -0.031], [-0.055, -0.020, -0.126], [0.119, 0.019, 0.027], [0.071, 0.006, 0.051], [0.019, -0.047, 0.063], [-0.136, -0.028, -0.132], [0.051, 0.061, -0.023], [-0.019, 0.017, -0.102], [-0.196, -0.323, 0.164], [0.007, 0.226, 0.227], [0.170, -0.007, -0.179], [-0.065, -0.056, -0.060], [0.014, -0.025, -0.109], [-0.086, 0.012, -0.026], [-0.030, 0.002, 0.089], [0.046, 0.005, 0.072], [-0.037, 0.043, 0.096], [0.042, 0.047, 0.075], [0.099, -0.024, -0.064], [0.051, -0.014, -0.054], [-0.052, -0.044, 0.067], [0.040, 0.002, 0.128]], "mulliken_charge": [-0.864, -0.401, -0.541, -0.439, 0.843, -0.476, -0.541, 0.216, 0.071, -0.644, -0.142, -0.286, 0.000, -0.405, 0.000, 0.549, -0.593, 0.609, -0.822, 0.498, 0.360, -0.410, -0.838, 0.449, -0.215, -0.722, -0.358, -0.605, -0.426, -0.422, -0.964, -0.101, -0.189, 0.054, -0.576, -0.506, 0.109, 0.366, 0.298, 0.263, 0.384, 0.316, 0.316, 0.343, 0.532, 0.434, 0.264, 0.231, 0.559, 0.354, 0.410, 0.408, 0.425, 0.479, 0.413, 0.406, 0.606, 0.450, 0.468]}